[1]
Molecular formula: C18H50N4O6
Method: DFT, ωB97M-V with the def2-TZVPD basis set

Geometry as XYZ:
```
78
Properties=species:S:1:pos:R:3:lowdin_charge:R:1
C 3.535 -0.259 2.999 -0.10
O 2.507 0.678 2.831 -0.23
C 2.618 1.286 1.572 -0.21
C 1.289 2.006 1.263 -0.42
C 1.244 2.708 -0.124 -0.04
N 1.227 3.022 2.269 0.04
H 3.303 -0.867 3.860 0.09
H 4.504 0.233 3.067 0.09
H 3.652 -0.901 2.090 0.09
H 3.400 2.025 1.588 0.13
H 2.727 0.478 0.820 0.12
H 0.481 1.307 1.356 0.11
H 1.911 3.584 -0.031 0.08
H 0.343 3.152 -0.469 0.06
H 1.646 2.070 -0.891 0.05
H 2.184 3.406 2.118 0.09
H 1.289 2.709 3.194 0.02
C -3.176 0.381 2.247 -0.08
O -2.228 0.887 3.192 -0.22
C -1.856 -0.100 4.108 -0.22
C -0.882 0.504 5.133 -0.38
C -1.600 1.499 6.028 -0.06
N 0.118 1.188 4.318 0.04
H -2.739 -0.473 1.724 0.06
H -3.393 1.099 1.507 0.05
H -4.116 0.112 2.755 0.10
H -2.732 -0.617 4.538 0.13
H -1.258 -0.791 3.430 0.13
H -0.420 -0.247 5.739 0.13
H -2.254 1.054 6.715 0.06
H -2.243 2.154 5.499 0.07
H -0.881 2.112 6.504 0.07
H -0.360 1.613 3.507 0.06
H 0.782 0.616 3.788 0.05
C -2.362 -3.346 -3.048 -0.11
O -1.800 -2.218 -2.490 -0.23
C -2.719 -1.425 -1.832 -0.22
C -2.275 0.032 -1.861 -0.39
C -1.013 0.243 -1.135 -0.07
N -3.281 0.823 -1.094 0.05
H -2.932 -3.989 -2.336 0.11
H -1.557 -4.021 -3.477 0.12
H -3.126 -3.028 -3.776 0.10
H -3.686 -1.410 -2.387 0.13
H -3.136 -1.767 -0.874 0.14
H -2.121 0.430 -2.896 0.15
H -1.093 -0.089 -0.130 0.06
H -0.878 1.280 -0.954 0.06
H -0.118 -0.155 -1.571 0.06
H -3.089 1.775 -1.318 0.07
H -4.161 0.718 -1.608 0.08
C 1.515 -2.022 -2.833 -0.12
O 2.021 -0.768 -3.111 -0.19
C 1.858 -0.448 -4.492 -0.19
C 1.901 1.094 -4.596 -0.45
C 0.779 1.707 -3.795 -0.05
N 1.875 1.421 -6.003 0.01
H 1.829 -2.704 -3.602 0.09
H 0.459 -1.964 -2.778 0.06
H 1.962 -2.362 -1.902 0.09
H 2.683 -0.985 -4.998 0.13
H 0.930 -0.820 -4.994 0.14
H 2.836 1.420 -4.167 0.13
H 0.732 2.780 -3.783 0.08
H 0.937 1.396 -2.756 0.04
H -0.190 1.325 -4.076 0.07
H 2.812 1.296 -6.476 0.10
H 1.774 2.456 -6.095 0.08
O -0.348 -3.277 -0.483 -0.08
C -0.284 -2.650 0.758 -0.20
C 1.059 -1.794 0.742 -0.35
O 2.006 -2.633 0.792 0.01
H -0.938 -2.739 -1.030 0.03
H -1.232 -2.056 0.882 0.10
H -0.172 -3.419 1.580 0.14
H 1.044 -1.237 1.645 0.10
H 1.178 -1.177 -0.184 0.11
H 1.687 -3.336 0.310 0.05
```

Results
Molecular weight (u): 418.6
E_HOMO (eV): -8.6
Strongest force on any atom (eV/A): 7.39
Structure (SMILES): COC[C@H](C)N.COC[C@H](C)N.COC[C@H](C)N.COC[C@H](C)N.OCCO
HOMO-LUMO gap (eV): 9.2



[2]
Molecular formula: C6H8
Method: DFT, ωB97M-V with the def2-TZVPD basis set

Geometry as XYZ:
```
14
Properties=species:S:1:pos:R:3:lowdin_charge:R:1
C 0.082 0.294 1.572 -0.07
C 0.386 -0.504 0.289 -0.37
C -0.941 -0.865 -0.412 -0.24
C -1.255 0.205 -1.417 0.04
C 0.049 0.828 -1.624 -0.14
C 0.976 0.419 -0.727 -0.03
H 0.962 0.826 1.947 0.08
H -0.291 -0.362 2.364 0.08
H 1.044 -1.352 0.525 0.14
H -1.764 -1.109 0.267 0.10
H -0.806 -1.749 -1.061 0.13
H -0.692 1.037 1.348 0.09
H 0.235 1.581 -2.386 0.08
H 2.014 0.749 -0.684 0.12
```

Results
Molecular weight (u): 80.1
E_HOMO (eV): -8.1
Strongest force on any atom (eV/A): 0.46
HOMO-LUMO gap (eV): 7.8



[3]
Molecular formula: C5H10N2O2
Method: DFT, ωB97M-V with the def2-TZVPD basis set

Geometry as XYZ:
```
19
Properties=species:S:1:pos:R:3:lowdin_charge:R:1
N 2.533 -1.248 -0.280 -0.01
C 1.292 -1.414 0.501 -0.23
C -0.053 -0.916 -0.255 -0.18
C -0.335 0.568 -0.338 -0.24
C 0.520 1.617 0.436 -0.12
O 1.911 1.622 -0.109 -0.12
N -1.126 -0.245 0.441 0.00
C -2.438 -0.581 0.014 -0.28
O -3.203 0.331 -0.200 0.06
H 2.160 -1.388 -1.368 0.14
H 2.725 -0.277 -0.290 0.00
H 1.298 -0.869 1.506 0.13
H 1.088 -2.456 0.764 0.09
H -0.123 -1.323 -1.228 0.12
H -0.741 0.942 -1.251 0.14
H 0.714 1.516 1.562 0.15
H 0.083 2.583 0.248 0.10
H 1.969 2.212 -0.879 0.09
H -2.605 -1.757 0.132 0.17
```

Results
Molecular weight (u): 130.1
E_HOMO (eV): -9.5
Strongest force on any atom (eV/A): 4.54
Structure (SMILES): NC[C@@H]1[C@H](CO)N1C=O
HOMO-LUMO gap (eV): 10.1



[4]
Molecular formula: C42H37BrHoN7O3
Method: DFT, ωB97M-V with the def2-TZVPD basis set

Geometry as XYZ:
```
91
Properties=species:S:1:pos:R:3:lowdin_charge:R:1
Ho -0.235 -0.100 0.444 1.61
C 4.177 0.675 -1.320 -0.01
C 3.036 0.440 -0.376 -0.26
N 1.790 0.591 -0.707 -0.05
N 1.516 1.025 -1.959 0.06
C 0.277 0.772 -2.364 -0.47
O -0.540 0.044 -1.721 -0.17
C -0.073 1.311 -3.694 -0.15
C -1.270 0.940 -4.302 0.00
C -1.567 1.414 -5.567 -0.07
C -0.688 2.263 -6.221 -0.08
C 0.494 2.653 -5.607 -0.08
C 0.801 2.176 -4.349 -0.03
C 3.286 -0.064 0.966 -0.21
C 4.593 -0.246 1.439 0.00
C 4.790 -0.793 2.689 -0.05
C 3.681 -1.125 3.455 -0.04
C 2.422 -0.875 2.929 -0.12
N 2.209 -0.378 1.719 0.07
H 3.780 1.049 -2.260 0.07
H 4.709 -0.261 -1.491 0.09
H 4.878 1.401 -0.914 0.09
H -1.941 0.276 -3.776 0.11
H -2.486 1.119 -6.049 0.10
H -0.919 2.620 -7.214 0.10
H 1.171 3.324 -6.113 0.10
H 1.715 2.447 -3.846 0.10
H 5.438 0.040 0.831 0.11
H 5.793 -0.949 3.059 0.11
H 3.794 -1.567 4.430 0.11
H 1.538 -1.094 3.514 0.10
C -1.404 2.856 -0.563 -0.03
C -0.508 3.636 0.359 -0.20
C -0.211 4.940 -0.011 -0.06
C 0.509 5.773 0.821 -0.09
C 0.981 5.276 2.019 -0.06
C 0.740 3.965 2.407 -0.20
C 1.339 3.491 3.696 -0.05
C -0.046 3.130 1.588 -0.19
N -0.330 1.797 1.947 -0.01
C -0.780 1.575 3.190 -0.50
O -1.165 2.379 4.037 0.04
C -0.915 0.102 3.519 -0.19
C -0.956 -0.383 4.823 0.01
C -1.224 -1.729 5.009 -0.03
C -1.553 -2.524 3.919 0.01
C -1.508 -1.961 2.647 -0.19
N -1.136 -0.690 2.475 0.01
C -2.129 -2.577 1.389 -0.52
O -2.791 -3.609 1.476 0.05
N -1.926 -1.791 0.334 -0.04
C -2.774 -1.828 -0.794 -0.21
C -2.618 -2.740 -1.844 -0.20
C -1.613 -3.843 -1.699 -0.02
C -3.385 -2.589 -2.991 -0.05
C -4.316 -1.570 -3.094 -0.10
C -4.526 -0.718 -2.023 -0.06
C -3.769 -0.839 -0.870 -0.21
C -4.012 0.076 0.297 -0.02
H -1.368 1.773 -0.363 0.00
H -1.123 3.042 -1.604 0.09
H -2.435 3.192 -0.436 0.10
H -0.574 5.307 -0.962 0.11
H 0.693 6.796 0.533 0.10
H 1.563 5.914 2.671 0.11
H 2.174 4.129 3.986 0.08
H 1.680 2.458 3.608 0.07
H 0.581 3.518 4.482 0.08
H -0.809 0.303 5.643 0.12
H -1.224 -2.149 6.003 0.11
H -1.857 -3.551 4.046 0.12
H -0.607 -3.433 -1.791 0.06
H -1.749 -4.605 -2.463 0.08
H -1.710 -4.304 -0.716 0.08
H -3.252 -3.270 -3.823 0.11
H -4.893 -1.452 -4.001 0.10
H -5.289 0.048 -2.074 0.11
H -5.063 0.358 0.340 0.09
H -3.420 0.993 0.212 0.06
H -3.744 -0.417 1.231 0.07
Br 2.859 -6.589 -0.932 0.78
C 2.103 -4.922 -0.467 -0.67
C 2.127 -3.874 -1.373 -0.09
C 1.557 -2.672 -0.988 -0.14
N 1.004 -2.462 0.207 0.01
C 0.995 -3.484 1.061 -0.11
C 1.524 -4.732 0.780 -0.07
H 2.554 -3.989 -2.357 0.11
H 1.544 -1.838 -1.678 0.11
H 0.535 -3.306 2.024 0.10
H 1.479 -5.523 1.511 0.11
```

Results
Multiplicity: 5
Molecular weight (u): 932.6
E_HOMO (spin up / spin down) (eV): -7.8 / -7.8
Strongest force on any atom (eV/A): 1.48
HOMO-LUMO gap (spin up / spin down) (eV): 6.9 / 6.9



[5]
Molecular formula: C5H6O
Method: DFT, ωB97M-V with the def2-TZVPD basis set

Geometry as XYZ:
```
12
Properties=species:S:1:pos:R:3:lowdin_charge:R:1
C 1.318 -0.777 0.553 -0.04
C 0.829 0.357 -0.464 -0.26
O 1.548 1.271 -0.688 0.08
C -0.935 0.651 -1.291 -0.05
C -1.459 0.263 -0.038 -0.25
C -1.443 -0.107 1.112 0.08
H 2.397 -0.929 0.379 0.08
H 0.803 -1.734 0.470 0.07
H 1.233 -0.464 1.605 0.08
H -1.332 0.100 -2.168 0.09
H -1.070 1.733 -1.499 0.10
H -1.890 -0.364 2.029 0.03
```

Results
Molecular weight (u): 82.1
E_HOMO (eV): -8.8
Strongest force on any atom (eV/A): 1.44
HOMO-LUMO gap (eV): 9.4



[6]
Molecular formula: C40H34CdN4O9S
Method: DFT, ωB97M-V with the def2-TZVPD basis set

Geometry as XYZ:
```
89
Properties=species:S:1:pos:R:3:lowdin_charge:R:1
Cd 0.417 -0.427 0.842 1.36
C 2.367 -4.497 0.170 -0.09
O 1.432 -5.437 0.707 -0.11
C 0.218 -5.040 1.223 -0.23
C -0.677 -6.063 1.429 -0.06
C -1.966 -5.823 1.928 -0.15
C -2.321 -4.525 2.220 -0.10
C -1.435 -3.456 2.022 -0.16
C -1.868 -2.141 2.489 -0.12
N -1.223 -1.048 2.364 -0.08
N -1.768 0.043 3.039 0.03
C -0.851 0.979 3.166 -0.56
O 0.371 0.940 2.815 -0.16
C -1.367 2.263 3.767 -0.16
C -0.629 3.426 3.577 -0.03
C -1.098 4.646 4.052 -0.10
C -2.303 4.713 4.741 -0.12
C -3.036 3.548 4.953 -0.11
C -2.573 2.332 4.463 -0.05
C -0.115 -3.669 1.504 -0.34
O 0.729 -2.725 1.325 -0.19
H 3.158 -5.113 -0.263 0.08
H 2.778 -3.841 0.930 0.08
H 1.927 -3.870 -0.604 0.08
H -0.354 -7.071 1.181 0.10
H -2.657 -6.643 2.085 0.07
H -3.307 -4.307 2.625 0.09
H -2.792 -2.103 3.071 0.11
H 0.302 3.346 3.028 0.11
H -0.525 5.551 3.878 0.09
H -2.672 5.665 5.111 0.09
H -3.980 3.592 5.486 0.09
H -3.138 1.417 4.593 0.10
O 0.191 0.067 -2.049 -0.15
C -0.616 -0.299 -3.147 -0.28
C -2.092 0.025 -2.947 -0.17
C -2.754 -0.666 -1.742 -0.13
C -2.820 -2.164 -1.888 -0.27
C -4.011 -2.812 -2.211 -0.04
C -4.018 -4.189 -2.363 -0.09
C -2.833 -4.887 -2.208 -0.08
C -1.690 -4.163 -1.903 -0.13
N -1.676 -2.841 -1.730 0.14
H 0.033 1.006 -1.829 -0.01
H -0.485 -1.367 -3.307 0.09
H -0.277 0.213 -4.057 0.11
H -2.630 -0.248 -3.864 0.11
H -2.186 1.109 -2.822 0.09
H -3.769 -0.278 -1.624 0.11
H -2.199 -0.414 -0.839 0.09
H -4.922 -2.234 -2.324 0.10
H -4.941 -4.712 -2.588 0.09
H -2.789 -5.966 -2.297 0.09
H -0.740 -4.670 -1.775 0.11
C 8.511 -0.893 -3.491 -0.04
C 9.464 0.263 -3.292 -0.75
O 10.560 0.286 -3.803 -0.04
S 9.014 1.655 -2.267 1.01
C 7.405 1.282 -1.638 -0.60
C 6.268 1.732 -2.307 -0.11
C 5.006 1.431 -1.819 -0.03
C 4.841 0.672 -0.648 -0.26
C 5.999 0.253 0.025 -0.03
C 7.262 0.555 -0.461 -0.11
C 3.538 0.345 -0.166 -0.20
C 2.417 0.038 0.205 -0.09
H 8.521 -1.158 -4.549 0.08
H 7.498 -0.686 -3.164 0.06
H 8.897 -1.746 -2.930 0.09
H 6.379 2.309 -3.218 0.10
H 4.117 1.771 -2.336 0.12
H 5.886 -0.317 0.939 0.11
H 8.146 0.217 0.068 0.10
O -0.676 2.361 -1.677 -0.02
C -1.288 2.223 -0.595 -0.59
O -1.175 1.328 0.273 -0.09
C -2.364 3.260 -0.274 -0.09
C -3.185 3.068 0.830 0.01
C -4.172 3.992 1.137 0.01
C -4.320 5.101 0.325 -0.16
C -3.514 5.315 -0.782 -0.01
C -2.534 4.383 -1.078 -0.01
N -5.373 6.089 0.643 -0.37
O -5.481 7.065 -0.070 0.05
O -6.091 5.876 1.595 0.06
H -3.023 2.189 1.443 0.11
H -4.815 3.868 1.997 0.11
H -3.662 6.198 -1.387 0.11
H -1.877 4.505 -1.929 0.11
```

Results
Molecular weight (u): 859.2
E_HOMO (eV): -2.0
Strongest force on any atom (eV/A): 1.60
Net charge: -2
HOMO-LUMO gap (eV): 5.4



For each record above, in turn, the calculated relative energy (zero: lowest compared OMol25 entry of this formula, charge and spin) values are 494.1, 269.3, 380.2, 0.0, 369.6, 22.6 kJ/mol.